(1)
This record from OMol25 describes the molecule C25H21ClO2. The level of theory is wB97M-V/def2-TZVPD.

Its multiplicity is 1. The relative energy (zero: lowest compared OMol25 entry of this formula, charge and spin) is 0.0 kcal/mol. For the HOMO-LUMO gap, the calculation gives 8.35 eV. The calculation puts the LUMO energy at -0.62 eV. Its SMILES is Cc1cccc(Cc2cccc3c2C(=O)c2ccc(CCCCl)cc2C3=O)c1.

Last column: Löwdin charge in e.
CARTESIAN COORDINATES (ANGSTROEM)
Cl1 -2.440 -4.445 -2.466  0.54
O1 0.648 1.874 2.319  0.14
O2 -3.275 2.927 -0.273  0.14
C1 1.525 3.759 -1.533  -0.02
C2 3.074 0.102 1.047  0.00
C3 0.355 4.124 -2.196  -0.05
C4 3.357 -2.259 1.893  -0.05
C5 -1.857 -1.526 1.588  -0.02
C6 0.047 1.705 1.292  -0.29
C7 2.981 1.021 0.010  -0.21
C8 -0.880 3.690 -1.747  0.00
C9 -3.890 -2.982 -0.705  -0.27
C10 3.086 0.578 -1.311  -0.04
C11 0.229 2.537 0.069  -0.02
C12 -2.157 0.985 0.448  -0.07
C13 -0.854 -0.581 1.757  0.02
C14 2.758 2.501 0.265  -0.09
C15 -2.241 2.336 -0.151  -0.30
C16 -2.534 -3.619 -0.879  -0.60
C17 -3.171 0.046 0.311  0.05
C18 1.480 2.961 -0.396  -0.15
C19 3.262 -1.253 0.776  -0.27
C20 3.361 -1.679 -0.546  -0.05
C21 -1.007 0.665 1.165  -0.08
C22 -3.008 -1.217 0.864  -0.22
C23 3.275 -0.765 -1.592  -0.07
C24 -4.071 -2.280 0.648  -0.15
C25 -0.942 2.880 -0.621  -0.08
H1 3.362 -1.114 -2.609  0.10
H2 -4.061 0.325 -0.235  0.13
H3 2.430 -2.274 2.463  0.07
H4 3.493 -3.258 1.494  0.07
H5 -2.306 -4.358 -0.117  0.08
H6 3.004 1.292 -2.117  0.11
H7 2.998 0.439 2.069  0.12
H8 0.047 -0.776 2.316  0.12
H9 0.439 4.741 -3.078  0.11
H10 3.586 3.075 -0.146  0.12
H11 -1.791 3.963 -2.256  0.12
H12 2.728 2.683 1.332  0.11
H13 2.479 4.087 -1.915  0.11
H14 4.181 -2.050 2.569  0.08
H15 -4.022 -2.239 -1.489  0.11
H16 -1.737 -2.888 -0.882  0.07
H17 -1.725 -2.502 2.028  0.12
H18 -5.029 -1.770 0.656  0.11
H19 3.508 -2.728 -0.752  0.10
H20 -4.039 -2.989 1.468  0.11
H21 -4.653 -3.746 -0.835  0.11

(2)
This record from OMol25 describes a cluster of 6 separate species, C26H36FNO17P in total. The level of theory is wB97M-V/def2-TZVPD.

Its multiplicity is 1. The total charge is +1. The relative energy (zero: lowest compared OMol25 entry of this formula, charge and spin) is 0.0 kcal/mol. For the HOMO-LUMO gap, the calculation gives 7.67 eV. The calculation puts the LUMO energy at -3.92 eV.

Last column: Löwdin charge in e.
CARTESIAN COORDINATES (ANGSTROEM)
P1 1.318 0.704 3.194  0.95
F1 -0.801 2.472 1.239  0.03
O1 -1.324 -5.762 4.899  0.17
O2 -9.905 2.421 -2.465  0.16
O3 -1.300 -3.518 4.689  0.05
O4 -9.420 4.502 -3.160  0.05
O5 8.534 -3.867 2.073  0.05
O6 -2.353 -4.751 3.167  0.06
O7 -4.247 2.732 -3.085  0.03
O8 -10.706 3.201 -4.420  0.07
O9 3.651 -2.558 1.038  0.04
O10 8.779 -5.664 0.787  0.06
O11 4.768 -0.910 0.008  0.14
O12 -0.526 -0.976 1.161  0.16
O13 7.643 -5.830 2.725  0.17
O14 -1.381 0.688 -0.068  0.07
O15 5.207 -3.074 -0.448  0.08
O16 -5.958 4.113 -2.769  0.07
O17 -3.905 4.952 -3.173  0.16
N1 3.511 1.460 -0.183  0.14
C1 9.474 -3.493 1.057  -0.11
C2 3.110 1.351 1.097  -0.02
C3 -1.425 2.929 -1.005  0.01
C4 1.880 2.248 4.020  -0.28
C5 -4.639 4.030 -3.027  -0.58
C6 4.573 -2.078 0.184  -0.56
C7 1.003 0.606 0.353  -0.08
C8 -1.631 2.075 0.212  -0.34
C9 -10.771 4.504 -5.015  -0.10
C10 4.832 -4.318 0.175  -0.08
C11 -5.330 1.911 -2.627  -0.11
C12 1.840 0.926 1.431  -0.28
C13 -6.533 2.801 -2.875  -0.11
C14 9.240 -4.558 0.002  -0.11
C15 8.265 -5.189 1.945  -0.59
C16 1.445 0.730 -0.965  0.08
C17 3.283 1.329 -2.615  0.02
C18 2.728 1.166 -1.239  -0.23
C19 -1.632 -4.779 4.314  -0.57
C20 -10.009 3.289 -3.270  -0.59
C21 2.589 -0.536 3.617  -0.26
C22 -1.630 -2.625 3.620  -0.13
C23 -0.381 0.048 0.569  -0.45
C24 3.496 -3.970 0.807  -0.08
C25 -2.706 -3.395 2.879  -0.11
C26 -9.557 5.188 -4.411  -0.11
H1 1.097 2.511 4.729  0.03
H2 -9.692 6.251 -4.238  0.13
H3 -11.708 4.977 -4.718  0.13
H4 0.796 0.465 -1.789  0.15
H5 4.346 1.096 -2.635  0.10
H6 -5.351 0.977 -3.181  0.13
H7 8.455 -4.278 -0.703  0.13
H8 -1.966 -1.672 4.019  0.13
H9 -2.004 3.849 -0.922  0.10
H10 -8.651 5.029 -4.998  0.13
H11 -5.188 1.700 -1.565  0.13
H12 2.232 -1.172 4.423  0.04
H13 -0.377 3.206 -1.124  0.09
H14 10.479 -3.537 1.479  0.14
H15 3.109 2.339 -2.985  0.10
H16 2.654 -4.124 0.131  0.14
H17 2.784 0.628 -3.282  0.10
H18 3.852 1.587 1.847  0.15
H19 2.733 -1.126 2.715  0.02
H20 -1.775 2.407 -1.895  0.09
H21 -0.743 -2.466 3.010  0.10
H22 4.463 1.763 -0.348  0.18
H23 -3.705 -3.200 3.272  0.13
H24 9.267 -2.483 0.714  0.13
H25 -2.698 -3.227 1.806  0.13
H26 2.803 2.080 4.578  0.04
H27 -10.735 4.420 -6.097  0.13
H28 -6.940 2.678 -3.880  0.14
H29 3.308 -4.485 1.744  0.14
H30 -7.331 2.676 -2.150  0.13
H31 -2.655 2.122 0.582  0.16
H32 3.538 -0.071 3.889  0.05
H33 4.771 -5.107 -0.568  0.14
H34 5.586 -4.578 0.919  0.13
H35 10.134 -4.840 -0.546  0.13
H36 2.013 3.077 3.326  0.04

(3)
This record from OMol25 describes a structure of composition C8H20AlO. The level of theory is wB97M-V/def2-TZVPD.

Its multiplicity is 1. The total charge is -1. The relative energy (zero: lowest compared OMol25 entry of this formula, charge and spin) is 6.5 kcal/mol. For the HOMO-LUMO gap, the calculation gives 7.34 eV. The calculation puts the LUMO energy at 2.90 eV.

Last column: Löwdin charge in e.
CARTESIAN COORDINATES (ANGSTROEM)
Al1 -3.064 -2.178 0.130  0.14
O1 4.147 0.643 -0.074  -0.19
C1 1.754 0.815 -0.023  -0.19
C2 -3.734 -0.350 -0.520  -0.37
C3 5.301 -0.181 0.030  -0.11
C4 -0.696 0.636 0.690  -0.21
C5 0.431 0.055 -0.179  -0.21
C6 2.952 -0.057 -0.366  -0.26
C7 -3.233 0.915 0.196  -0.33
C8 -1.803 1.366 -0.098  -0.23
H1 -4.807 -0.390 -0.325  0.02
H2 -3.634 -0.256 -1.603  0.02
H3 1.912 1.146 0.997  0.11
H4 -1.751 2.411 0.211  0.09
H5 -3.873 1.748 -0.104  0.08
H6 -3.330 0.763 1.268  0.09
H7 2.875 -0.967 0.229  0.12
H8 0.605 -0.974 0.108  0.08
H9 0.141 0.082 -1.222  0.10
H10 6.094 0.258 -0.569  0.08
H11 5.098 -1.194 -0.300  0.08
H12 2.902 -0.326 -1.425  0.13
H13 -0.253 1.349 1.377  0.09
H14 -1.135 -0.143 1.301  0.07
H15 -1.587 1.358 -1.163  0.10
H16 -3.472 -2.317 1.705  -0.16
H17 1.811 1.686 -0.672  0.11
H18 -1.461 -2.337 0.007  -0.15
H19 -3.830 -3.378 -0.668  -0.17
H20 5.640 -0.185 1.063  0.08

(4)
This record from OMol25 describes a structure of composition C6H10F2N2O5SiYb. The level of theory is wB97M-V/def2-TZVPD.

Its multiplicity is 1. The total charge is +2. For the HOMO-LUMO gap, the calculation gives 5.51 eV. The calculation puts the LUMO energy at -10.14 eV.

Last column: Löwdin charge in e.
CARTESIAN COORDINATES (ANGSTROEM)
Yb1 -3.220 2.426 -0.154  1.73
Si1 -0.502 -0.769 -0.433  0.74
F1 4.101 -0.722 -1.228  0.17
F2 -0.068 -1.469 0.997  -0.09
O1 3.716 1.396 -1.742  0.23
O2 1.176 0.039 -2.443  0.12
O3 -0.977 -3.434 -0.961  -0.17
O4 1.045 -4.047 -0.712  0.14
O5 -1.977 1.029 1.224  -0.29
N1 2.186 0.357 -0.379  0.12
N2 0.190 -4.018 -1.499  0.00
C1 1.093 -0.068 -1.251  -0.43
C2 3.401 0.419 -1.198  -0.51
C3 -1.699 0.749 -0.187  -0.33
C4 -0.969 1.912 1.822  -0.23
C5 -1.200 -2.137 -1.554  -0.22
C6 -0.066 1.096 2.856  -0.02
H1 -0.266 2.384 1.088  0.12
H2 -1.435 2.759 2.404  0.14
H3 0.867 0.790 2.332  0.08
H4 -0.636 -2.118 -2.526  0.11
H5 -0.658 0.190 3.144  0.11
H6 -1.224 1.682 -0.720  0.10
H7 0.116 1.774 3.724  0.11
H8 -2.686 0.542 -0.780  0.08
H9 -2.286 -2.053 -1.802  0.10
H10 1.977 1.293 -0.022  0.13